C17H25BNO | the ωB97M-V functional and the def2-TZVPD basis

```
45
Properties=species:S:1:pos:R:3
H 0.850 -5.308 7.570
H 3.659 1.950 2.955
C 1.789 -0.714 7.994
H -3.181 0.123 3.883
C 0.742 1.003 3.046
C 2.626 -1.828 7.916
C 0.996 1.841 1.943
H 0.477 1.297 8.160
C 4.151 -1.753 7.868
H 4.233 2.075 1.245
H -1.099 0.648 8.670
C 0.390 -0.799 7.969
C -0.234 -2.064 7.879
H 1.541 0.479 3.539
H -3.387 2.185 4.318
H 4.523 -0.718 8.018
H -2.506 -0.547 8.846
C 2.016 -3.079 7.817
H -1.859 -2.594 6.616
C -0.555 0.830 3.506
C -0.131 2.403 1.312
H 4.575 -2.383 8.683
H 3.510 0.539 1.867
N -1.643 1.466 2.940
B -2.937 1.279 3.650
C -1.719 -2.316 7.703
H -2.874 -0.575 7.115
C -1.400 2.231 1.819
H -0.750 0.177 4.353
C -2.745 -1.208 8.002
C -0.282 0.535 7.954
H 4.552 -2.163 6.908
C 0.618 -3.194 7.792
H -0.495 -4.635 6.657
H -2.056 -3.292 8.171
H -3.718 -1.639 8.243
H -0.651 0.768 6.946
H 2.259 0.257 8.068
O 2.215 2.143 1.436
H -0.663 -4.815 8.400
H 2.638 -3.986 7.751
H -2.264 2.706 1.334
H 0.058 2.993 0.409
C 3.482 1.636 1.917
C 0.048 -4.565 7.606
```

Spin multiplicity ... 1
HOMO-LUMO gap ... 5.806 eV
Relative energy (zero: lowest compared OMol25 entry of this formula, charge and spin) ... 0.0 kJ/mol
Charge ... +1